Computed, not measured: a molecular structure, C32H52BCuN2OP2, with the ωB97M-V functional and the def2-TZVPD basis.

Summary:
energy above the lowest of the compared OMol25 structures with the same formula, charge and spin	17.4	kcal per mole
HOMO	-5.66	eV
E_LUMO	-0.37	eV

The geometry in ORCA input format:
```
! RIJCOSX wB97M-V def2-TZVPD def2/J DEFGRID3
* xyz 0 1
Cu 0.69 -0.14 0.27
C -2.76 3.95 -2.60
C -1.60 3.16 -2.00
C -0.80 2.50 -3.13
C -0.66 4.08 -1.23
P -2.01 1.78 -0.74
C -2.60 0.41 -1.88
N -1.50 -0.50 -2.14
B -0.26 -0.61 -1.43
N 0.43 -1.70 -2.09
C 1.74 -2.22 -1.81
P 2.41 -1.51 -0.22
C 2.34 -2.99 0.96
C 3.30 -4.14 0.65
C 2.58 -2.43 2.36
C 0.89 -3.49 0.90
C 4.17 -0.96 -0.71
C 3.91 0.20 -1.69
C 5.06 -2.00 -1.36
C 4.83 -0.38 0.54
C -0.36 -2.20 -3.09
C -0.16 -3.25 -3.97
C -1.17 -3.57 -4.86
C -2.35 -2.85 -4.88
C -2.57 -1.79 -4.01
C -1.57 -1.46 -3.12
C -3.59 2.15 0.27
C -3.27 3.34 1.18
C -4.91 2.39 -0.44
C -3.70 0.91 1.17
H -2.37 4.61 -3.38
H -3.24 4.58 -1.85
H -3.50 3.30 -3.04
H -0.22 3.26 -3.66
H -1.45 2.02 -3.86
H -0.11 1.76 -2.74
H -0.23 4.84 -1.89
H 0.16 3.50 -0.81
H -1.18 4.59 -0.42
H -2.98 0.83 -2.83
H -3.42 -0.12 -1.39
H 2.43 -1.97 -2.63
H 1.71 -3.32 -1.74
H 4.32 -3.89 0.92
H 3.27 -4.41 -0.40
H 3.02 -5.02 1.23
H 3.61 -2.08 2.48
H 2.39 -3.19 3.11
H 1.91 -1.59 2.55
H 0.70 -4.13 0.03
H 0.19 -2.65 0.87
H 0.67 -4.08 1.79
H 3.54 -0.16 -2.65
H 4.83 0.75 -1.87
H 3.17 0.89 -1.28
H 4.58 -2.45 -2.23
H 5.33 -2.79 -0.67
H 5.98 -1.53 -1.70
H 4.12 0.22 1.11
H 5.66 0.27 0.26
H 5.22 -1.16 1.19
H 0.76 -3.83 -3.96
H -1.03 -4.39 -5.55
H -3.13 -3.13 -5.58
H -3.52 -1.26 -4.01
H -3.34 4.29 0.64
H -2.27 3.25 1.59
H -3.97 3.38 2.01
H -4.89 3.31 -1.03
H -5.70 2.49 0.30
H -5.17 1.57 -1.10
H -2.74 0.66 1.61
H -4.05 0.04 0.62
H -4.41 1.09 1.98
C 0.90 2.48 2.57
C 0.36 1.10 2.84
O 0.33 0.23 1.94
C -0.09 0.75 4.17
C -0.72 -0.49 4.36
C -1.10 -0.91 5.61
C -0.85 -0.12 6.72
C -0.23 1.11 6.55
C 0.15 1.55 5.30
H 0.92 2.64 1.50
H 1.91 2.58 2.97
H 0.28 3.24 3.04
H -0.91 -1.10 3.48
H -1.59 -1.87 5.73
H -1.14 -0.45 7.70
H -0.02 1.73 7.42
H 0.64 2.50 5.19
*
```